This record from the OMol25 dataset describes C2H4FNO in the gas phase at a distorted geometry. The level of theory is the ωB97M-V functional and the def2-TZVPD basis.

- energy (Eh) = -308.27431
- HOMO level (alpha / beta) (eV) = -5.3 / -10.9
- 2S+1 = 3
- relative energy (zero: lowest compared OMol25 entry of this formula, charge and spin) (kJ/mol) = 82.2
- net charge = 0

XYZ file:
```
9
Properties=species:S:1:pos:R:3:mulliken_spin:R:1
C 0.75075 0.91809 0.02251 0.662
C 1.25384 -0.51513 -0.05374 0.092
N -0.63006 0.90089 -0.02801 0.179
O 1.54116 1.85740 -0.03132 0.966
F 2.62354 -0.64575 0.04393 0.005
H 0.99252 -1.27966 0.61251 0.039
H 0.84334 -0.97128 -0.95485 0.045
H -1.06562 0.10436 0.38498 0.006
H -1.03941 1.77193 0.35432 0.007
```